Record 1
A molecular structure, C55H80CaClO49. Source: the Open Molecules 2025 dataset; level of theory: wB97M-V/def2-TZVPD.

The charge is +1. The HOMO-LUMO gap comes out at 9.74 eV. As for the maximum force: 0.1242 Eh/bohr.

Structure (XYZ):
```
186
Properties=species:S:1:pos:R:3:forces:R:3
H -3.73827 -3.18151 -5.24493 -0.4 0.3 -0.1
H 2.32053 -0.30723 -3.95916 0.5 -0.3 0.4
C 2.45361 3.06143 1.88588 0.0 0.7 -0.6
H 0.57055 2.21461 4.55253 -0.1 -0.2 -0.2
C 5.25979 -2.01344 1.71990 0.3 -1.3 -1.8
C -6.33930 2.49754 -3.53734 0.2 -0.2 -0.6
C -1.22140 6.16719 1.79438 0.8 1.8 2.0
H 2.62491 -3.41138 -2.23227 0.5 0.0 -0.3
H -2.77501 -6.13976 0.11148 0.0 0.4 -0.5
H 6.31005 0.95855 -1.95043 -0.1 0.0 0.0
C 7.95750 -1.71313 -3.59014 1.3 1.2 -1.0
H -9.41651 -2.00175 1.24119 0.2 -0.8 0.3
C 5.38851 1.48202 -2.20511 0.5 1.2 -1.3
O 2.11719 -1.07023 -0.11379 -0.5 0.0 -0.9
H -4.31901 -0.07219 5.66277 0.2 -0.5 -0.5
C 6.16694 4.55648 -1.61974 3.4 4.7 2.6
O 2.19519 -5.96771 -1.09198 -0.2 -0.6 1.6
O 3.06641 3.69451 2.98124 -0.2 -1.4 1.5
H 7.36545 -0.45947 1.56043 0.3 0.4 0.1
O -0.04773 -3.96276 4.18878 -1.2 0.8 0.7
O -1.64899 5.21420 0.82013 -0.4 0.5 -0.6
C -2.55329 -5.02976 1.95990 -0.5 -1.1 -0.6
H 0.35204 -1.39519 2.94125 0.1 0.0 -0.2
H 6.49149 -4.50971 -3.66529 0.9 0.2 1.2
H -3.34700 2.95390 -5.71134 -0.1 0.4 0.5
C 1.27259 1.64290 7.94790 2.1 -1.4 -1.7
C -1.62069 3.98932 1.30619 0.4 -3.3 -1.6
C -0.60339 2.57225 8.55786 -3.2 0.0 1.1
H 6.95090 -0.63451 -0.11193 0.1 0.2 -0.2
O 0.38548 1.82128 9.00868 0.1 0.8 0.0
H -2.65151 1.43392 6.25074 0.4 -0.1 -0.3
H -8.22009 0.56177 -2.40376 0.8 0.4 0.6
C 5.32768 -0.58269 1.17539 0.0 -1.0 -1.2
C 1.32090 -5.00947 -1.70768 0.6 -0.3 -1.6
H -3.54854 -5.46224 2.06257 0.0 0.4 0.7
O 3.33527 -5.31011 -2.79468 1.7 0.6 -0.8
O -1.70748 -2.16315 -3.25968 2.9 -0.8 0.2
O 1.51708 -1.09409 -5.54343 -1.8 -0.9 -2.3
H 4.61242 -2.61502 1.08183 0.4 -0.2 -0.4
H -1.03953 -2.25538 -5.22021 0.5 -0.2 0.5
H 5.02591 -2.27636 -4.35979 0.4 1.1 -0.3
O -4.13022 -0.62045 0.84648 -0.2 1.8 1.3
O 8.87145 -0.92558 -3.56469 -1.1 -1.4 0.3
H -1.72683 -3.76783 -4.48452 0.3 0.1 0.0
H -8.85786 -0.54489 0.80181 1.2 0.4 -0.2
C -3.74960 3.13204 5.47487 0.2 -1.8 -1.1
O -3.67386 -1.59668 -3.92166 -1.2 0.9 0.4
C -2.25720 7.30794 2.10432 0.6 -1.6 0.1
O -1.66096 0.44575 2.35352 -1.1 1.0 2.2
O -1.82706 2.93107 0.64832 0.1 3.4 1.8
H -8.80537 -0.97123 2.49500 0.2 -0.1 0.1
O -0.53387 2.60118 7.15444 -3.5 1.9 2.1
O -3.36811 -0.01538 3.72894 -0.7 -1.1 0.6
H 0.71426 -3.26928 1.60559 -0.1 0.9 0.3
O 2.29427 1.03817 -1.14689 -0.2 -0.4 -0.8
O -6.19134 -1.13184 1.79112 1.9 1.0 -0.2
C -2.76019 -1.52954 -2.95233 -2.0 1.9 3.1
H -0.53967 3.46290 -5.97321 0.1 -0.2 0.3
C -1.77585 -2.68024 -4.53798 -0.3 -0.6 -2.9
H -6.84607 -3.45515 -0.10009 0.5 0.1 -0.6
O -2.18690 1.73709 4.22205 1.2 -0.1 -0.7
H -2.91500 3.81952 5.61238 -0.4 0.1 0.5
H 2.46283 -3.27948 1.95801 -0.1 0.6 0.4
H 0.23626 5.44918 3.31741 0.1 -0.8 -0.3
H -1.95842 7.95428 2.92960 0.8 0.0 -0.2
H 2.74979 1.69869 -4.82418 -0.3 0.2 -0.5
C 1.05961 2.58824 5.45216 0.0 -1.8 -0.8
C 4.37360 -0.59173 3.22021 -0.9 -1.7 1.3
H 3.24355 2.35023 1.64442 -0.7 -0.3 -1.0
C -3.13826 1.69775 5.31182 -0.6 1.0 -0.1
C 2.30107 -4.35426 -2.67296 -1.7 0.1 -1.8
H 3.56399 -0.91375 -5.10058 -0.4 -0.6 -0.2
H -7.29278 2.98993 -3.34618 0.0 -0.3 0.1
O -2.89044 -0.99292 -1.84584 -0.3 -0.5 -2.5
C 2.58502 -0.44354 -5.00777 1.6 1.1 3.3
O -0.72270 3.07572 -3.92727 1.4 0.1 1.0
C 2.25015 4.30276 0.90096 0.5 -3.2 -0.3
H -7.49376 -0.82331 -3.17249 -0.1 0.0 -0.4
H -4.25247 3.35194 4.53313 0.1 0.2 -0.2
C -0.80982 5.30995 3.04458 -1.9 0.3 -1.5
H 1.46702 -5.19342 -4.51108 0.1 0.2 -0.1
H 0.56427 -5.55307 -2.27347 -0.1 -0.2 0.1
O 0.48037 0.53511 0.13707 -2.9 0.6 1.1
C -6.79253 -2.37065 -0.00473 -1.3 -0.5 -0.4
O 2.74927 5.40964 1.62331 -0.2 -0.7 -0.7
C -4.07998 0.59346 4.83339 -0.1 0.7 -0.1
H 6.20052 -2.53433 1.89820 0.3 0.3 -0.4
H 2.07157 2.19138 5.37139 0.4 0.9 -0.3
C 1.47709 -3.56360 2.32640 0.1 -1.4 0.1
C 6.67102 -0.10493 0.79873 1.3 -0.5 0.3
H 1.88806 -3.38195 4.55937 0.3 -0.5 -0.4
C -4.88056 1.65458 -2.01724 -0.3 -1.3 -0.1
C 4.73468 3.86916 -3.20427 -0.3 -0.8 -0.2
C -7.20519 -2.02928 1.43497 -1.5 0.5 -1.9
C -0.85284 -6.52009 0.92462 1.7 0.2 0.4
H 4.78240 0.81893 -2.82240 -0.2 0.1 0.1
O 3.81293 5.70041 3.59509 -0.8 -1.8 -2.0
H -6.06522 0.62963 -4.63220 0.5 0.0 0.2
C -3.16994 -2.26548 -5.08366 0.3 -0.7 1.2
H 6.40341 2.47355 -3.86034 0.3 0.6 0.0
H 3.51092 0.88229 -6.27563 -0.4 1.1 -0.6
O 5.14824 4.89430 -2.35347 -2.2 2.2 0.2
H 1.51842 2.57549 2.16404 0.2 0.0 0.1
H -3.13369 6.83189 2.54392 -0.6 0.1 -0.7
H -8.45152 0.48174 -4.01742 0.3 -0.5 -0.7
C -0.89599 -3.06543 4.88057 -0.2 -3.0 1.1
H 2.82754 3.95073 0.04608 0.5 1.1 -0.3
H -4.99513 0.98931 4.39305 -0.1 0.0 0.2
H 1.47645 -4.63531 2.12758 0.2 -0.4 0.7
C 0.63042 -1.82867 3.90182 1.7 2.1 -1.3
C -8.58632 -1.34213 1.49373 -0.7 -0.4 0.4
H 5.34104 -2.72893 -2.74565 -0.2 -0.3 0.0
H 4.58867 4.31692 -4.18728 0.3 -0.4 -0.1
O 4.19194 -7.05620 -1.59630 -2.9 3.1 -0.5
H -1.22073 -7.42017 1.41717 -0.1 -0.1 -0.3
H -0.11530 -6.74389 0.15387 -0.8 -0.4 -0.7
H -4.54201 3.12129 6.22326 0.5 0.2 0.4
H -2.38533 7.91842 1.21046 -0.5 -0.2 0.2
H -5.95641 2.84423 -4.49719 0.2 0.6 0.3
C 0.46326 1.81984 6.61310 1.1 0.0 1.8
O 4.78841 0.14975 2.22833 -0.3 1.6 0.2
O -1.50044 2.99049 9.29617 2.5 -0.6 -3.0
H -1.86134 -5.30085 2.75727 -0.4 0.5 0.3
Cl 1.36804 -0.02975 -0.81134 4.1 0.2 1.3
C 6.69611 -3.54263 -4.12464 1.1 -1.8 -2.2
H -2.29904 1.65939 -5.94216 0.8 -0.3 0.4
H 0.92348 -3.50606 -4.13691 -0.1 -0.1 -0.1
O 3.83769 -0.18292 4.21618 0.5 -0.8 -0.9
H 1.37529 -1.18033 4.36327 0.0 0.1 -0.1
C -6.32174 0.96840 -3.62845 -3.1 -0.8 0.4
O -2.68614 2.11290 -3.92054 -0.2 -0.4 -0.4
C 3.30318 4.93764 2.77632 0.8 4.6 2.6
C 3.34455 -6.17608 -1.80812 1.1 -2.6 1.3
C 2.65391 0.94419 -5.60497 0.1 -1.6 -0.3
O -1.29096 1.83819 -2.12944 -0.7 0.7 -2.0
O 7.97735 -2.95695 -4.09664 2.0 -0.3 1.1
H -0.15410 -6.08607 1.63981 -0.3 0.4 0.5
O 6.69817 -1.40355 -3.25588 -0.6 0.7 -0.5
O -5.40211 0.56447 -2.65822 1.3 0.8 0.7
O -1.66571 -4.36813 -0.02369 1.0 1.1 -1.3
H 0.10321 0.83140 6.32770 -0.3 0.0 -0.3
O 6.60209 3.42420 -2.04067 4.0 -1.3 1.4
C -5.22750 -1.10232 0.79352 2.3 1.0 3.5
O -5.47148 -1.84611 -0.18040 -2.9 -3.1 -2.9
H 2.55306 -3.73254 -4.71743 -0.1 -0.3 -0.3
C 0.79183 -0.18196 -6.26712 -2.9 -3.1 0.1
O 4.60690 -1.96400 2.91785 -1.4 2.8 2.8
O -5.44033 2.78456 -2.46274 0.4 0.0 0.1
H 3.78370 3.48567 -2.83461 -0.2 -0.1 -0.1
C 5.85034 -2.45293 -3.66897 -2.8 -0.1 2.0
C -1.55773 2.29573 -3.23178 0.8 -0.3 1.5
O -1.22564 3.96959 2.56284 0.9 0.4 1.5
C -2.44639 2.51451 -5.28248 -0.3 1.2 -0.9
C 1.11880 -3.23797 3.80068 0.0 0.0 -1.5
H 0.78872 -4.25819 -1.12419 0.5 -0.4 0.9
C -7.67321 0.24518 -3.29190 0.0 0.7 -0.1
O -1.74724 -2.06364 0.41696 -0.2 -3.8 0.2
H 6.69228 -3.88181 -5.16051 -1.1 0.6 -0.5
H -3.25376 -1.59709 -5.94060 0.5 -0.1 0.1
O 0.70675 -0.53962 -1.95425 -0.8 -0.4 -1.0
O 6.77113 5.31750 -0.82265 -2.6 -3.0 -2.3
O -0.49490 -1.82888 4.69356 -1.6 0.2 1.3
H 4.72540 -0.52350 0.26883 -0.7 0.3 0.4
H 4.87690 1.76377 -1.28481 -0.2 0.0 -0.2
C -1.99187 -5.59557 0.63934 -0.5 0.6 0.9
H 0.85696 3.65617 5.37105 0.7 0.0 0.9
C -1.99461 -3.25387 0.68694 0.7 2.3 -0.9
O -1.76456 -3.47336 5.61436 0.8 1.0 -1.4
C -2.33305 0.70267 3.36353 0.5 0.2 -0.7
H -7.45885 -1.87416 -0.71015 0.1 -0.2 -0.2
Ca -2.07691 0.49890 -0.09172 0.2 -0.2 0.2
H 1.24001 4.33031 0.49235 -0.2 0.8 0.6
H -7.21086 -2.97767 1.97219 0.2 0.5 0.8
O -2.65554 -3.61701 1.75634 -0.4 -0.2 1.4
H 2.10000 2.35246 7.94429 0.0 0.1 0.4
O 1.37868 0.93903 -6.28330 1.7 4.1 -0.6
H -1.58517 4.57304 -5.05539 0.0 -0.1 0.1
H -0.30107 6.67628 1.50821 -0.1 -0.3 -0.9
O -0.31383 -0.39410 -6.74545 1.7 0.0 0.8
O -4.07394 1.54248 -1.13642 -0.4 0.7 -0.3
H 1.64823 0.62924 8.08754 0.3 0.1 -0.3
C 5.85469 2.81653 -2.98320 -2.9 -3.2 0.0
C -1.24833 3.54059 -5.14867 -1.8 -1.4 -0.5
H 6.76663 0.97256 0.66465 -0.2 -0.1 0.0
H -1.41372 5.62473 3.89566 -0.1 -0.6 0.1
C 1.75690 -4.20852 -4.14500 0.5 0.9 1.9
```
Forces are in eV/Å.

Löwdin atomic charge list, values in e, 2 entries: 0.13 0.12

Record 2
A molecular structure, C37H33CuF2GeN3O3. Source: the Open Molecules 2025 dataset; level of theory: wB97M-V/def2-TZVPD.

As for the spin multiplicity: 2. The HOMO-LUMO gap (alpha / beta) comes out at 8.76 / 8.19 eV. As for the maximum force: 0.0514 Eh/bohr.

Structure (XYZ):
```
80
Properties=species:S:1:pos:R:3:forces:R:3
C 1.27564 -0.36052 -1.67880 -0.6 0.4 0.8
H 2.73827 6.34492 -3.47097 0.0 0.0 0.1
H -1.19660 5.43227 -4.94719 1.0 -0.1 0.6
F -0.84882 -7.62352 -0.20925 -0.5 -0.3 -0.1
C 3.14749 3.93901 2.34926 1.0 1.0 1.4
H -1.19188 0.07386 6.63365 -0.2 0.0 -0.5
C 0.79487 5.99043 -4.26792 0.9 0.6 0.0
H 1.46706 -0.40337 -0.58223 0.2 0.3 -0.9
H -0.08051 1.56651 -4.12132 -0.1 0.4 -0.4
N 0.03220 0.05687 3.46148 0.0 1.3 0.6
C 0.60135 3.92630 -2.42032 -0.3 0.4 -0.5
C 1.57383 2.82936 0.31483 1.2 -0.3 -0.8
C 0.33227 -0.52764 -4.33400 0.5 1.0 0.7
H -1.26249 3.53332 -3.40443 -0.5 -0.2 0.1
H 1.32254 2.79666 5.06944 -0.5 -0.2 -0.4
C -1.03085 0.52487 5.64155 1.4 0.7 0.5
Cu -0.71584 -2.46973 -0.04788 0.0 0.0 0.5
H -2.92084 -7.01688 -0.42769 0.3 0.6 0.0
C 1.02320 1.15198 3.73253 1.2 -2.0 -0.6
H -1.92832 1.09825 5.34492 0.4 -0.3 -0.1
C -3.51607 -3.37159 -1.25539 1.6 0.3 0.1
C -1.42659 2.14454 -0.51531 0.5 -0.8 0.9
H 2.00303 -3.62187 1.30445 0.8 0.7 0.4
H -4.99597 -6.39954 -1.19400 -1.0 -0.3 -0.4
H 4.68541 2.49386 1.63729 -0.5 0.7 0.2
C 1.78404 -5.73550 1.17223 1.4 -1.2 1.0
C -0.67654 -5.26564 0.01842 0.5 -0.4 0.4
C -2.24901 1.19087 -1.35257 -0.2 -0.2 -0.8
C -0.17638 -6.54249 0.23945 -0.8 -0.7 -0.6
F 3.01389 -6.02525 1.72874 -0.8 0.3 -0.3
C 2.91889 2.44972 0.52122 -0.1 -1.5 -1.4
C 0.37226 -0.80402 2.52752 -0.7 1.3 1.2
Ge 0.41933 2.38348 -1.21708 -0.4 -0.1 -0.1
O -1.93433 -1.03885 -2.12595 -0.5 -0.5 -0.7
C -0.41320 4.18395 -3.36607 0.7 -0.3 0.8
H 1.40537 -7.85385 0.91631 -0.5 0.8 -0.1
H -5.42704 -3.95035 -1.92451 -0.9 0.4 -0.3
H 0.87403 6.80388 -4.94949 0.2 0.5 -0.5
C -1.87985 -0.27184 -1.18456 1.0 0.3 1.0
C 0.16538 -4.20912 0.37712 -0.3 0.6 0.2
H 3.49110 1.71158 -0.08238 -1.2 0.3 0.0
C -4.51665 -4.27840 -1.50643 0.2 -0.8 0.4
H -1.49582 -1.11261 4.34536 0.8 0.3 0.0
H -3.62046 -2.31838 -1.49531 0.0 -0.2 0.1
H 1.34080 1.50624 2.76464 -0.2 0.7 -0.3
C 0.85948 -1.62521 -3.66928 0.3 -0.4 -1.8
H -1.37000 1.68355 0.51051 0.1 0.6 -0.9
N -2.29673 -3.71581 -0.77780 -0.6 -0.4 0.2
C -3.03602 -5.95670 -0.67606 -1.1 -1.3 0.0
H 0.13375 -1.21371 5.10039 0.0 -0.2 0.4
H 0.09160 4.23029 0.94437 0.2 -0.1 0.1
C 1.84735 5.73132 -3.39545 0.2 0.7 -0.2
H 2.53827 4.56973 -1.73555 0.2 0.1 0.2
C 3.68688 2.94815 1.51919 0.4 0.5 1.1
H -1.96751 3.06340 -0.43333 -0.1 0.8 0.1
C 0.31958 0.68772 -3.66540 0.2 -0.3 1.9
C -2.03429 -5.02864 -0.49898 0.0 1.6 -0.4
O 0.08784 1.42324 5.89180 -0.7 0.0 -0.3
C 1.10498 3.84743 1.10782 -0.8 1.0 1.2
C 1.00715 -6.82802 0.81535 1.7 -0.4 0.4
H 1.94726 0.68245 4.13334 -0.4 0.1 0.1
C -0.58639 -0.53906 4.64755 -1.2 -0.4 0.0
H 3.78699 4.38462 3.16761 -0.8 -0.6 -0.9
H -2.19472 1.36021 -2.43658 0.2 0.1 0.2
C 1.86049 4.42954 2.15656 -0.2 -0.3 0.0
N 0.57570 -1.58702 1.72928 0.6 -1.5 -1.9
H 0.03323 -0.52799 -5.36631 -0.2 -0.4 -0.2
H 1.83605 -2.41089 -1.97564 0.0 0.0 0.2
H 0.98964 -2.52236 -4.28612 -0.1 0.0 0.6
C 1.37364 -1.52638 -2.40144 0.2 -1.1 0.2
H 1.41876 5.20677 2.84335 0.6 -0.9 -1.0
C -4.30141 -5.60267 -1.16447 1.9 0.7 0.5
C 0.51366 2.12832 4.72000 -1.3 0.9 0.4
C 1.74425 4.75828 -2.43718 -0.9 -1.1 0.0
O -1.39683 -0.61534 -0.01981 -0.4 -0.3 -0.5
C 0.72428 0.76624 -2.29443 0.3 0.1 -0.5
H -0.35060 2.73323 4.28628 1.0 -0.6 0.5
C -0.33398 5.24009 -4.25926 -1.7 -0.7 -0.5
C 1.40841 -4.44614 1.03104 -2.1 0.3 -1.6
H -3.29894 1.33959 -1.13069 -0.4 -0.2 0.3
```
Forces are in eV/Å.

Löwdin atomic charge list, values in e, 2 entries: -0.13 0.10

Which formula does entry 1 have?
C55H80CaClO49

The highest maximum force belongs to which entry?
C55H80CaClO49

The highest maximum force belongs to which entry?
C55H80CaClO49

What is the maximum force in the first record?
0.1242 Eh/bohr